[1]
Density functional theory data (wB97M-V/def2-TZVPD) for a 21-piece molecular cluster, C22H9B4Cl80O6P overall.

Geometry as ORCA input:
```
! RIJCOSX wB97M-V def2-TZVPD def2/J DEFGRID3
* xyz 0 1
Cl -6.5702 3.1682 -2.8131
Cl -7.9760 -3.6962 -5.3461
Cl -5.1485 10.9659 1.7203
Cl -13.5626 8.1761 -0.5450
Cl 5.7491 -0.6475 -4.2205
Cl -5.2009 3.5583 -9.4488
Cl -15.6384 6.3477 -1.3572
Cl -5.5703 -5.9445 6.9622
Cl -1.2080 -1.0555 7.6246
Cl -4.6500 -8.1072 5.2932
Cl -4.7124 -2.1090 -0.1607
Cl -2.6476 -1.4156 5.1478
Cl 5.6291 -2.8069 -1.9856
Cl -13.2984 5.3618 0.0118
Cl -5.9430 -1.0251 2.2148
Cl 9.2280 -7.2139 5.7678
Cl -15.2485 6.9363 1.4380
Cl 4.9884 10.5577 -8.5009
Cl 6.9581 -1.1269 -0.0469
Cl -9.1342 2.0337 -1.2372
Cl 5.5643 0.0439 -7.0170
Cl -4.2930 8.2623 2.2337
Cl 7.8954 -5.6268 2.5443
Cl -8.7879 2.8743 1.4950
Cl -7.6892 0.9618 -4.2978
Cl 9.1851 -3.4176 1.2329
Cl -10.3721 0.5407 0.8994
Cl 2.7873 3.2463 -7.2458
Cl -5.9289 -1.6771 -5.1956
Cl 8.8572 -9.2177 7.8102
Cl 12.3236 -4.3723 6.1461
Cl 2.2168 4.2889 -9.8735
Cl -0.7403 -3.3991 6.0097
Cl 4.2017 -11.0307 4.9791
Cl 7.2491 -2.9373 3.3301
Cl 8.8404 -9.9735 5.0284
Cl 1.8877 -3.4788 1.0750
Cl 1.7463 -6.2849 3.1200
Cl 3.2837 8.8656 -6.9077
Cl -3.2997 3.0403 -7.3394
Cl 4.9263 -3.6672 6.3970
Cl 6.6500 -8.4439 6.1205
Cl -2.4234 10.4362 2.4991
Cl 3.4986 -11.4510 2.2146
Cl -3.2408 -3.1060 7.3898
Cl -0.7694 -2.8056 0.2185
Cl 2.5504 6.0934 -7.6513
Cl -5.9425 -5.8184 4.1049
Cl 14.2542 -6.5103 6.0558
Cl -5.4755 -4.0802 -6.7302
Cl 4.9407 -1.0008 7.5038
Cl -0.0489 -5.5583 0.7752
Cl 2.5872 -2.0003 6.1682
Cl 13.6867 -4.9756 3.6815
Cl -4.5568 10.1294 4.4154
Cl -11.3550 3.1651 0.2133
Cl -7.3505 -2.0972 -7.6633
Cl 2.9783 11.7294 -6.7982
Cl -2.4639 4.4818 -9.6623
Cl 0.2087 4.4146 -7.8141
Cl -3.0608 1.6715 -9.8657
Cl 4.7903 -2.8182 0.7744
Cl 5.5278 -13.0835 3.4565
Cl -0.3268 -3.6511 2.9265
Cl 4.2508 -0.5224 -0.8445
Cl -3.9445 -3.0967 2.4282
Cl 9.8314 -4.0449 3.9799
Cl -5.3949 0.5498 -2.6015
Cl 4.9502 -1.3840 4.6454
Cl -3.1869 -0.4292 1.6376
Cl -5.1386 2.0313 -5.0652
Cl 5.3040 10.4835 -5.6361
Cl -3.3028 -5.5585 5.2262
Cl 6.0527 -10.3033 2.8951
Cl 4.2629 1.6865 -5.0353
Cl 3.3962 -8.0141 4.7559
Cl 4.4061 -5.4725 3.8515
Cl 15.1287 -3.7694 5.8686
Cl 7.1407 1.6687 -5.2307
Cl 2.3276 -5.5599 5.8475
P 0.1912 0.1014 -0.7141
O -3.3241 4.0146 -3.3866
O 1.5365 2.4208 -1.7715
O -2.4563 5.6978 -2.0030
O 1.1093 0.0803 0.4607
O -0.7756 2.2484 -2.3850
O 0.4502 4.2471 -2.8059
C -3.5160 3.1891 -9.0928
C 4.3497 -2.0112 6.1824
C -6.6800 -2.8888 -6.2331
C 0.1841 -3.8678 1.2523
C 5.6812 0.6852 -5.3744
C 1.9403 4.5091 -8.1447
C -2.3266 5.7013 -0.5810
C -4.8636 -6.3588 5.3941
C -9.9112 2.1506 0.3396
C 4.1407 10.4127 -6.9605
C -4.4485 -1.6669 1.5307
C 5.4058 -1.8087 -0.5390
C -1.9040 7.0846 -0.0977
C 13.8513 -4.9076 5.4372
C -1.9622 -2.2343 6.5512
C -4.1069 9.9505 2.7188
C 4.8221 -11.4679 3.3821
C 8.3923 -8.7139 6.1830
C -6.1999 1.6897 -3.6904
C 2.9641 -6.3427 4.3921
C -14.4398 6.7076 -0.1133
C 8.5427 -3.9937 2.7767
B -0.7840 3.6296 -2.6209
B 0.3414 1.7510 -1.7486
B 1.4083 3.7994 -1.9153
B -2.2695 4.5063 -2.6595
H -1.1833 0.0148 -0.4085
H -2.7771 7.7319 -0.0126
H 0.4120 -0.9821 -1.5872
H -1.2490 7.5050 -0.8691
H -3.0061 3.4552 -4.1022
H 2.0346 4.5478 -1.2419
H -3.2919 5.4383 -0.1310
H -1.5873 4.9576 -0.2421
H -1.3348 7.0328 0.8327
*
```

The calculation puts the HOMO energy at -0.3660 hartree. For the total energy, the calculation gives -1049035.0750 eV. Its LUMO energy is -0.134 eV.

Atomic partial charges in e from the Mulliken method, atoms 1 to 4:
1 Cl -0.07
2 Cl -0.10
3 Cl -0.10
4 Cl -0.10



[2]
Density functional theory data (wB97M-V/def2-TZVPD) for a 10-piece molecular cluster, C29H73N8O19S2 overall.

Geometry as ORCA input:
```
! RIJCOSX wB97M-V def2-TZVPD def2/J DEFGRID3
* xyz -3 1
S 2.5966 0.4089 -2.0618
S -1.7661 0.4998 -3.0015
O -2.4744 10.7633 5.0353
O -2.9747 0.3383 -3.7882
O 1.9722 -0.2351 -8.3289
O 1.0260 -6.6393 2.0351
O 1.2874 1.0659 -1.8233
O 1.3262 2.7639 -4.1104
O 2.5910 -0.8312 -1.3994
O 0.0245 0.2421 2.1651
O 3.5169 -4.6530 -0.6526
O 3.7040 1.2468 -1.6521
O 2.4422 0.2353 -3.5245
O -0.7921 5.3373 2.3351
O -0.4648 -5.4075 -2.0585
O -0.6161 -3.3921 4.7439
O 4.1753 -1.5078 2.7554
O -1.0293 1.6692 -3.4111
O -2.0502 0.5198 -1.5641
O -5.2035 -3.0751 -1.7592
O -0.6945 -0.4624 -3.2761
N 3.3837 -2.6371 0.3998
N -0.0378 -0.5613 -0.1294
N -0.7697 -4.6057 2.0864
N -1.9394 7.0942 4.4111
N 0.4555 0.6938 -5.6901
N 0.9986 -3.9964 -2.7239
N -3.2884 -2.0536 -1.5902
N 3.0911 0.3446 3.1715
C -0.1212 -1.9862 0.3092
C -2.5727 6.0309 3.6344
C -1.8929 9.4409 5.1885
C -0.2773 5.1624 1.0202
C -3.7436 10.9807 5.7428
C -4.6361 -2.2032 0.4885
C -2.3689 8.4550 4.0754
C -0.1239 1.9678 0.6095
C 0.4992 -7.7779 2.7074
C 3.3291 -0.6273 -8.1375
C 3.2661 -4.6590 1.6639
C -1.0992 -5.7375 1.1842
C 0.8386 -0.6736 -6.0358
C 1.4068 1.6912 -6.2179
C -2.1176 5.9207 2.2138
C 3.3392 -3.9716 0.3634
C -4.3957 -2.4954 -1.0264
C 4.2384 -0.8471 5.0831
C -0.1427 -4.5349 -2.8078
C -1.6900 -3.1201 3.9079
C 3.8211 -0.7101 3.5610
C 1.1791 3.1050 -5.4958
C -0.1343 0.4876 0.9664
C -1.8739 -4.3372 3.0371
C 0.3592 -6.2576 0.8588
C -1.2562 -3.8123 -3.6263
C 1.3709 3.8793 -3.2481
C 0.9318 -0.9737 -7.5995
C 0.6036 -2.6813 4.3831
H -3.7592 -1.9052 1.0634
H 1.7209 -4.2699 -2.0730
H 1.1940 -3.1967 -3.3090
H 3.5198 -1.6616 -8.4240
H -1.6786 -5.4144 0.3193
H 1.4818 3.5908 -2.2029
H -1.9971 6.8720 5.3947
H -2.3106 6.8596 1.6949
H -4.0618 12.0220 5.7941
H -2.0655 -5.1979 3.6778
H 2.4435 1.3974 -6.0537
H 2.4246 -4.4641 2.3287
H 2.0051 4.7078 -3.5635
H -3.4566 8.5236 4.0947
H -2.5844 -2.9816 4.5153
H -3.0123 -1.1596 -1.2098
H -0.4540 5.9958 0.3402
H -2.6820 -4.1622 2.3268
H 1.2471 1.8580 -7.2831
H -0.5551 -8.0524 2.7438
H -2.1633 -3.7596 -3.0244
H 2.9093 1.0368 3.8842
H 1.8635 -0.9334 -5.7712
H -2.3336 5.0580 4.0638
H -2.1341 9.0727 6.1857
H 0.8659 -2.0577 -7.6924
H -5.3660 -1.3990 0.5810
H 0.8323 -1.8027 4.9863
H 1.4185 -3.3793 4.1906
H -0.9365 4.4498 0.5245
H -0.4730 2.3252 -0.3592
H -0.9484 -2.0434 1.0168
H 1.1411 -8.6367 2.5116
H 4.2571 -4.5640 2.1078
H -1.9396 8.6971 3.1032
H -2.8156 5.1840 1.8163
H 0.3359 3.6663 -5.8985
H -3.7469 10.6038 6.7655
H 0.9346 2.2210 0.5496
H 0.6562 -7.5105 3.7524
H -1.5514 -2.1567 3.4174
H 3.8428 0.1015 -8.7644
H 0.2238 -1.4515 -5.5831
H -0.8152 -0.4142 -0.7572
H -3.6571 6.1369 3.6651
H 0.3164 -7.1261 0.2016
H 1.9664 3.8388 -5.6685
H 3.1198 -5.6978 1.3679
H 3.8254 -0.3793 -7.1993
H -0.6297 2.4709 1.4337
H 5.3213 -0.9568 5.1414
H -4.4748 10.4462 5.1363
H -0.0797 -0.7574 -7.9434
H 3.2562 -2.0841 -0.4357
H 3.9386 0.0171 5.6759
H -1.0133 -2.7550 -3.7323
H 0.8001 -2.1845 0.8569
H 3.6127 -2.2018 1.2820
H -1.7498 -6.4129 1.7398
H -0.4335 0.8398 -6.1466
H 2.9384 0.5842 2.2023
H 3.5830 -1.6240 5.4768
H -0.2323 -2.5846 -0.5950
H 1.0500 -5.6190 0.3083
H -5.1305 -3.1008 0.8600
H 0.3940 4.3463 -3.1227
H 0.0707 -4.8729 2.5787
H 0.5590 -2.3219 3.3550
H 0.8224 -0.4060 -0.6354
H 0.7577 4.8313 1.1046
H -1.4169 -4.2206 -4.6241
H -3.4129 -2.1573 -2.5871
H -0.8054 9.4014 5.1262
*
```

The calculation puts the HOMO energy at 0.0733 hartree. For the total energy, the calculation gives -103741.7357 eV. Its LUMO energy is 4.012 eV.

Atomic partial charges in e from the Mulliken method, atoms 1 to 4:
1 S 1.19
2 S 0.57
3 O -0.36
4 O -0.77



[3]
Density functional theory data (wB97M-V/def2-TZVPD) for a 5-piece molecular cluster, C11H18Cl8N4O overall.

Geometry as ORCA input:
```
! RIJCOSX wB97M-V def2-TZVPD def2/J DEFGRID3
* xyz 0 1
Cl 2.0039 1.9549 0.9764
Cl 1.3312 -0.3877 2.5798
Cl 1.9618 2.3237 5.5110
Cl 3.9036 2.6007 -2.1521
Cl 1.0516 6.4085 -0.4414
Cl 4.1339 0.0548 -0.7364
Cl -0.5240 0.8030 5.7193
Cl 3.9136 5.9573 -0.8218
O -4.1486 -0.6853 -1.7555
N -3.1916 -1.5464 1.7509
N 1.1355 -3.3039 -0.0569
N -0.8625 -0.5305 -0.2614
N -3.3044 -2.7474 -1.4456
C -0.9384 -1.8667 -0.9047
C -2.8690 -1.2870 -3.6096
C 4.9713 1.5256 -1.2372
C -3.4734 -1.5379 -2.2125
C -3.2288 -3.9597 -2.2819
C 2.2940 5.2608 -0.9559
C 1.1835 1.3677 2.4315
C -2.7674 -1.9718 0.8005
C 0.9970 1.2268 6.5106
C -2.2333 -2.6599 -0.4493
C 0.2634 -2.6676 -0.3558
H -2.6680 -0.2022 -3.6765
H -0.3629 0.0763 -0.9120
H 0.7782 1.7164 7.4540
H 1.6320 1.8318 3.3071
H -3.5478 -1.5400 -4.4440
H 2.2383 4.3792 -0.3270
H -4.2692 -4.2146 -2.5746
H -1.9136 -1.8197 -3.7959
H -1.8988 -3.6722 -0.1628
H 0.1312 1.6298 2.3705
H 5.8148 1.2542 -1.8636
H -0.2440 -0.6348 0.5407
H 2.1138 4.9902 -1.9913
H 1.5676 0.3202 6.6852
H -0.7857 -1.8184 -1.9921
H 5.3195 2.0499 -0.3524
H -2.8918 -4.8166 -1.6683
H -2.6162 -3.8615 -3.1990
*
```

The SMILES is CC(=O)N(C)[C@H](C#N)[C@@H](N)C#N.ClCCl.ClCCl.ClCCl.ClCCl. The calculation puts the HOMO energy at -0.3647 hartree. For the total energy, the calculation gives -119884.1075 eV. Its LUMO energy is 0.298 eV.

Atomic partial charges in e from the Mulliken method, atoms 1 to 4:
1 Cl -0.12
2 Cl -0.16
3 Cl -0.18
4 Cl -0.13